# 1
Density functional theory data (ωB97M-V/def2-TZVPD) for a 2-piece molecular cluster, C4H12O2 overall in a non-equilibrium geometry.

Geometry as XYZ:
```
18
Properties=species:S:1:pos:R:3:forces:R:3
C -30.9695 -13.7892 14.3462 0.05 -0.86 -0.20
C -31.9462 -14.6899 15.0746 -0.20 1.30 1.24
O -32.5450 -13.9140 16.1709 0.44 -0.37 -0.63
H -31.4152 -12.8650 13.9919 -0.03 0.11 0.11
H -30.5753 -14.3512 13.4915 -0.05 0.18 -0.05
H -30.1297 -13.6184 15.0163 0.00 0.42 -0.04
H -31.3565 -15.4843 15.5298 -0.29 -0.45 -0.27
H -32.7736 -15.0345 14.4613 0.16 -0.35 -0.25
H -32.7097 -14.5227 16.8939 -0.10 0.01 0.05
C -33.3658 -14.5091 11.0034 0.34 0.41 0.62
C -32.3075 -15.0612 10.0757 -0.08 -0.53 -0.06
O -31.6152 -16.1736 10.6631 -0.07 0.39 -0.03
H -32.8908 -14.2496 11.9575 -0.02 -0.15 -0.07
H -34.1580 -15.2244 11.2252 -0.09 0.00 -0.18
H -33.7862 -13.5680 10.6464 -0.18 -0.18 -0.26
H -31.5630 -14.2971 9.8649 0.13 -0.07 0.00
H -32.7319 -15.3981 9.1232 -0.07 0.23 -0.02
H -32.2853 -16.8259 10.8864 0.05 -0.10 0.03
```
Positions in Å, forces in eV/Å.

Computed properties:
Structure (SMILES) = CCO.CCO
HOMO-LUMO gap = 11.22 eV
M = 92.14 g/mol
LUMO energy = 0.902 eV
Relative energy (zero: lowest compared OMol25 entry of this formula, charge and spin) = 65.0 kJ/mol

---

# 2
Density functional theory data (ωB97M-V/def2-TZVPD) for C26H50CuN2O8 as an isolated structure in a non-equilibrium geometry.

Geometry as XYZ:
```
87
Properties=species:S:1:pos:R:3:forces:R:3
Cu 30.9197 14.8276 -7.2691 0.02 0.01 0.24
C 35.8193 18.2273 -4.2440 0.25 -0.25 0.75
C 34.5512 17.4601 -3.7699 1.62 1.42 -1.57
C 33.3224 18.3127 -3.6834 0.54 2.11 3.30
O 32.3001 17.6785 -4.3326 -1.41 -1.75 -1.78
C 32.8083 16.6067 -4.9507 0.30 -1.30 -1.16
O 32.2044 15.7353 -5.5566 0.49 1.61 0.65
O 34.1637 16.6208 -4.8374 -0.98 -1.77 -0.58
H 36.6842 17.5676 -4.3138 -0.13 -0.25 0.15
H 36.1011 19.0000 -3.5288 -0.14 -0.02 0.22
H 35.7836 18.7289 -5.2111 -0.78 -0.17 -0.07
H 34.7509 16.8977 -2.8578 -0.02 -0.18 -0.15
H 33.4636 19.3465 -3.9988 -0.08 -0.12 -0.40
H 33.0069 18.3275 -2.6402 0.07 0.52 0.16
C 34.0150 8.9839 -4.5687 -0.90 -1.74 -0.28
C 32.9024 9.4526 -5.5375 1.27 -1.06 0.47
C 31.3853 9.3142 -5.1954 1.22 -1.04 1.18
O 30.9069 10.5882 -5.4949 -1.10 0.80 -0.17
C 31.9034 11.4672 -5.5550 -0.50 3.12 -1.39
O 31.7049 12.6901 -5.6510 0.77 -2.99 0.30
O 33.0786 10.8423 -5.6530 -0.64 2.13 0.37
H 33.9024 9.2059 -3.5075 -0.03 0.80 -0.23
H 35.0088 9.1690 -4.9764 -0.18 0.66 0.17
H 34.0000 7.8942 -4.5501 -0.20 -0.33 -0.16
H 33.1833 9.0842 -6.5241 -0.44 -0.46 -0.05
H 31.2167 9.1609 -4.1295 0.35 -0.04 0.27
H 30.8108 8.5072 -5.6501 0.27 0.36 -0.70
C 28.6566 12.1527 -7.7281 -0.85 0.28 -0.90
C 27.6100 13.1273 -7.0950 0.44 -0.82 0.92
C 27.4568 12.6602 -5.6313 -0.67 0.09 0.14
C 26.7196 13.6687 -4.7326 0.44 -1.10 -0.80
C 27.3455 15.0388 -4.8334 0.35 -0.49 1.96
C 27.7028 15.5572 -6.2255 -1.27 -0.14 1.00
N 28.2298 14.4568 -7.0257 1.73 -0.35 0.54
O 28.6174 14.8933 -8.3155 -0.34 0.06 0.19
C 26.4212 16.1033 -6.7298 -2.23 1.15 -1.70
C 28.7066 16.6686 -6.0580 1.14 0.46 -0.10
C 26.2096 13.0519 -7.8184 0.65 -0.19 0.55
H 29.7081 12.2232 -7.4498 -0.18 0.53 0.70
H 28.6661 12.3025 -8.8077 -0.16 -0.25 -0.16
H 28.3424 11.1333 -7.5040 -0.07 -0.04 -0.17
H 26.9467 11.6969 -5.6251 -0.23 -0.06 -0.17
H 28.4357 12.4309 -5.2102 0.23 0.34 -0.02
H 26.7256 13.2635 -3.7207 0.21 0.34 0.18
H 25.6576 13.7876 -4.9470 -0.09 -0.40 -0.48
H 28.2039 15.1151 -4.1660 0.35 -0.24 -0.12
H 26.5675 15.5832 -4.2981 0.29 1.22 -0.53
H 25.5020 15.5570 -6.5185 0.29 -0.61 0.30
H 26.1696 17.0976 -6.3610 0.46 0.12 0.23
H 26.3668 16.2215 -7.8120 0.33 0.10 -0.31
H 29.0344 17.1978 -6.9528 -0.40 -0.26 -0.39
H 28.3582 17.4586 -5.3927 -0.28 -0.23 0.15
H 29.6227 16.2778 -5.6151 0.14 -0.17 0.22
H 25.3899 13.0731 -7.1002 0.11 0.54 0.15
H 26.0436 12.0816 -8.2863 0.46 0.08 -0.39
H 26.0762 13.8607 -8.5369 -0.14 -0.17 -0.16
H 27.7746 14.9305 -8.7736 -0.19 0.34 -0.86
C 31.1827 17.8089 -8.6976 -0.09 -0.79 -0.58
C 32.4578 17.2616 -9.4384 -1.31 1.23 -0.03
C 33.6463 17.9828 -8.7760 1.56 -2.06 -0.57
C 34.9979 17.2102 -9.0678 -0.29 3.30 0.92
C 34.9675 15.8302 -8.5624 0.16 0.26 -1.10
C 33.8303 15.1113 -9.3206 1.10 -1.74 2.16
N 32.5339 15.7916 -9.2124 1.63 1.85 1.84
O 31.4322 15.0241 -9.5685 -0.12 0.19 -0.14
C 34.2962 14.8080 -10.7279 -1.59 -0.64 -0.28
C 33.6491 13.8268 -8.4850 -1.25 -1.12 0.03
C 32.3403 17.6304 -10.9313 -0.34 -1.25 0.00
H 30.8579 18.8023 -9.0072 0.37 0.07 -0.22
H 31.2899 17.8432 -7.6134 0.28 -0.19 0.05
H 30.3501 17.1439 -8.9269 -0.18 -0.03 0.02
H 33.7990 19.0078 -9.1141 -0.62 0.01 0.04
H 33.4597 17.9243 -7.7037 0.23 0.31 0.14
H 35.7838 17.7607 -8.5507 0.08 0.18 0.34
H 35.3276 17.3751 -10.0935 -0.44 -0.61 -0.35
H 34.9974 15.7833 -7.4739 -0.81 0.01 0.05
H 35.9420 15.4387 -8.8542 -0.18 -0.80 -0.15
H 34.3242 15.6753 -11.3876 0.65 -0.11 0.21
H 35.1634 14.1478 -10.7446 0.11 0.41 -0.10
H 33.4559 14.2168 -11.0919 0.07 -0.37 -0.64
H 33.2479 14.0323 -7.4926 0.35 0.65 0.33
H 32.8427 13.1922 -8.8526 0.08 -0.19 -0.65
H 34.4835 13.1496 -8.3026 0.45 0.43 -0.43
H 32.1036 18.6845 -11.0764 0.34 -0.13 -0.17
H 31.5443 17.0344 -11.3776 -0.75 0.26 0.12
H 33.1496 17.2218 -11.5364 0.59 0.88 0.21
H 31.3476 15.0597 -10.5241 -0.27 -0.18 -0.57
```
Positions in Å, forces in eV/Å.

Computed properties:
Total charge = +1
HOMO-LUMO gap = 9.28 eV
M = 582.24 g/mol
LUMO energy = -1.682 eV
Relative energy (zero: lowest compared OMol25 entry of this formula, charge and spin) = 0.0 kJ/mol

---

# 3
Density functional theory data (ωB97M-V/def2-TZVPD) for the molecule C3H2N2O3 in a non-equilibrium geometry.

Geometry as XYZ:
```
10
Properties=species:S:1:pos:R:3:forces:R:3
O -1.9213 -1.6882 -1.2266 0.39 0.25 -0.18
C -1.3312 -0.6557 -1.0949 -1.03 2.50 -0.79
N -0.3415 -0.3421 -0.2215 2.92 4.23 1.20
N 0.3681 -1.1032 0.6052 0.72 -1.66 1.33
C 1.2469 -0.4184 1.2171 -1.27 1.11 -1.36
O 1.2831 0.9254 0.8744 -1.15 0.90 -1.08
C 0.3011 1.2056 -0.0310 -0.66 -4.14 0.31
O -0.0378 2.2043 -0.5272 -0.02 0.41 -0.18
H -1.5176 0.4222 -1.5890 -0.29 -2.34 0.23
H 1.9503 -0.5499 1.9935 0.38 -1.25 0.51
```
Positions in Å, forces in eV/Å.

Computed properties:
Structure (SMILES) = O=Cn1ncoc1=O
HOMO-LUMO gap = 10.50 eV
M = 114.06 g/mol
LUMO energy = 0.328 eV
Relative energy (zero: lowest compared OMol25 entry of this formula, charge and spin) = 273.7 kJ/mol

---

# 4
Density functional theory data (ωB97M-V/def2-TZVPD) for a 2-piece molecular cluster, C3H7Br2N3O2 overall in a non-equilibrium geometry.

Geometry as XYZ:
```
17
Properties=species:S:1:pos:R:3:forces:R:3
C -1.2135 0.6498 0.7503 0.52 -1.83 0.44
C 1.1896 0.1765 0.0701 -3.28 -0.39 -1.08
C 0.8371 -0.5096 -1.3354 0.14 -1.49 0.37
N 0.1369 1.0576 0.3493 -1.24 1.43 1.46
N 1.6940 -1.6138 -1.5779 1.80 2.22 -1.62
N 1.4992 -2.7852 -0.9562 -0.37 1.02 0.21
O 0.8549 -2.8042 0.0439 -1.79 0.04 2.44
O 2.0727 -3.7054 -1.4193 1.26 -2.31 -1.48
Br 0.1830 2.6776 -0.5046 -0.05 0.39 -0.45
Br 4.4935 -0.9319 0.0882 -0.07 -0.08 -0.11
H -1.0448 -0.3329 1.4270 -0.54 2.38 -1.19
H -1.6805 1.5459 1.3611 0.51 -2.17 -1.55
H -1.7487 0.2184 -0.1952 0.08 1.26 1.78
H 2.0360 0.7255 0.0769 3.02 1.59 -0.72
H 1.2438 -0.3866 0.9669 0.06 -1.86 0.16
H -0.1698 -0.8451 -1.3204 -1.28 -0.56 0.89
H 0.7654 0.1471 -2.2106 1.23 0.36 0.45
```
Positions in Å, forces in eV/Å.

Computed properties:
HOMO-LUMO gap (spin up / spin down) = 6.23 / 5.32 eV
M = 276.92 g/mol
LUMO energy (spin up / spin down) = -2.684 / -3.639 eV
Relative energy (zero: lowest compared OMol25 entry of this formula, charge and spin) = 396.2 kJ/mol

---

Which value of relative energy (zero: lowest compared OMol25 entry of this formula, charge and spin) does entry 4 give? 396.2 kJ/mol

---

Among the records above, which one has the highest M? C26H50CuN2O8

---

Among the records above, which one has the lowest relative energy (zero: lowest compared OMol25 entry of this formula, charge and spin)? C26H50CuN2O8